# 1
# C3HCl2NO

A cluster of 2 separate species, C3HCl2NO in total (ωB97M-V with the def2-TZVPD basis set, OMol25).

Calculated values
- energy relative to the best compared isomer or geometry (same formula, charge and spin) (kJ/mol) = 480.0
- DFT total energy (eV) = -31703.431
- E_LUMO (eV) = 0.1
- HOMO-LUMO gap (eV) = 9.76
- SMILES string = [O-][N+]#CCl.C#CCl
- molecular weight (g/mol) = 137.95
- HOMO level (eV) = -9.660

Last column: natural (NBO) charge in e.
CARTESIAN COORDINATES (ANGSTROEM)
Cl: -1.1939 -3.0850 0.3441  0.133
Cl: -3.5933 1.1263 0.9862  0.146
O: -2.2958 -0.6935 -2.2414  -0.381
N: -2.5944 -0.1585 -1.2107  0.183
C: -3.2227 0.5275 -0.4855  0.051
C: -0.3612 -1.6555 0.3942  -0.114
C: 0.2638 -0.6057 0.3980  -0.260
H: 0.9911 0.1202 0.5978  0.242

---

# 2
# C3HCl2NS

An isolated molecule of C3HCl2NS (ωB97M-V with the def2-TZVPD basis set, OMol25).

Calculated values
- energy relative to the best compared isomer or geometry (same formula, charge and spin) (kJ/mol) = 24.6
- DFT total energy (eV) = -40495.596
- E_LUMO (eV) = -1.5
- HOMO-LUMO gap (eV) = 8.43
- SMILES string = N#C[C@@H](Cl)C(=S)Cl
- molecular weight (g/mol) = 154.02
- HOMO level (eV) = -9.955

Last column: natural (NBO) charge in e.
CARTESIAN COORDINATES (ANGSTROEM)
Cl: 1.8381 1.5262 2.4019  0.171
Cl: 1.2987 1.5974 -0.9127  -0.010
S: 0.4100 -1.0140 2.2933  0.148
N: -2.0472 1.7835 0.3247  -0.280
C: -1.0274 1.2732 0.3158  0.255
C: 0.8874 0.4077 1.6528  -0.243
C: 0.3812 0.5702 0.2533  -0.331
H: 0.3201 -0.3118 -0.3556  0.288

---

# 3
# C3HCl3

A cluster of 2 separate species, C3HCl3 in total (ωB97M-V with the def2-TZVPD basis set, OMol25).

Calculated values
- energy relative to the best compared isomer or geometry (same formula, charge and spin) (kJ/mol) = 197.8
- DFT total energy (eV) = -40690.084
- E_LUMO (eV) = 0.3
- HOMO-LUMO gap (eV) = 9.52
- SMILES string = ClC1=C=C1Cl.Cl
- molecular weight (g/mol) = 143.40
- HOMO level (eV) = -9.188

Last column: natural (NBO) charge in e.
CARTESIAN COORDINATES (ANGSTROEM)
Cl: -2.8858 -1.4903 0.0115  0.149
Cl: -0.6806 1.8623 0.0022  0.146
Cl: 2.8627 0.8170 0.1353  -0.239
C: -0.6048 0.2421 0.2736  -0.134
C: -1.3524 -0.9108 0.1443  -0.119
C: 0.0780 -1.0139 0.4302  -0.046
H: 2.5829 0.4936 -0.9970  0.243

---

# 4
# C3HCl3

A cluster of 2 separate species, C3HCl3 in total (ωB97M-V with the def2-TZVPD basis set, OMol25).

Calculated values
- energy relative to the best compared isomer or geometry (same formula, charge and spin) (kJ/mol) = 728.3
- DFT total energy (eV) = -40684.586
- E_LUMO (spin up / spin down) (eV) = -4.1 / -4.1
- HOMO-LUMO gap (spin up / spin down) (eV) = 6.88 / 6.87
- molecular weight (g/mol) = 143.40
- HOMO level (spin up / spin down) (eV) = -10.963 / -10.950

Last column: natural (NBO) charge in e.
CARTESIAN COORDINATES (ANGSTROEM)
Cl: -1.4649 1.6530 0.2927  0.112
Cl: -1.1072 -1.0087 1.3246  0.008
Cl: -1.3963 -0.7361 -1.5526  0.086
C: 2.8282 -0.1470 0.1935  0.067
C: -0.8194 0.1157 -0.1288  -0.240
C: 1.6678 -0.1903 0.2353  -0.244
H: 0.2919 0.3134 -0.3647  0.210